1.
A 13-piece molecular cluster, C20H48N13O25 overall, computed with ωB97M-V with the def2-TZVPD basis set.

XYZ file:
```
106
Properties=species:S:1:pos:R:3:lowdin_charge:R:1
C 5.19 -0.95 2.51 -0.023
C 5.52 -2.31 1.97 -0.395
O 5.89 -2.21 0.59 -0.024
C 4.40 -3.35 2.14 -0.053
N 3.04 -2.80 2.01 -0.033
C 2.70 -2.05 0.95 -0.001
C 1.43 -1.52 0.82 0.012
C 0.50 -1.77 1.81 -0.009
C 0.84 -2.56 2.90 -0.018
C 2.13 -3.07 2.97 -0.006
H 4.66 -1.03 3.46 0.098
H 6.10 -0.36 2.60 0.104
H 4.52 -0.41 1.84 0.042
H 6.38 -2.71 2.52 0.149
H 6.22 -3.07 0.31 0.104
H 4.52 -3.81 3.13 0.127
H 4.53 -4.16 1.43 0.142
H 3.49 -1.88 0.23 0.130
H 1.24 -0.91 -0.05 0.098
H -0.49 -1.35 1.75 0.133
H 0.14 -2.78 3.69 0.133
H 2.44 -3.68 3.80 0.150
C 0.94 -4.91 0.25 0.045
N 1.05 -6.39 0.16 -0.447
O 2.07 -6.89 0.60 0.058
O 0.12 -6.98 -0.33 0.098
H 1.84 -4.54 0.71 0.060
H 0.82 -4.52 -0.76 0.110
H 0.06 -4.68 0.85 0.103
C -1.18 -0.01 -3.33 0.073
N -0.26 -0.74 -2.43 -0.418
O -0.72 -1.54 -1.63 0.046
O 0.93 -0.51 -2.52 0.045
H -2.20 -0.33 -3.14 0.062
H -1.06 1.06 -3.14 0.083
H -0.89 -0.25 -4.35 0.114
C 1.53 0.81 4.35 0.048
N 0.18 1.28 4.74 -0.449
O -0.74 0.49 4.63 0.046
O 0.08 2.42 5.14 0.090
H 1.45 -0.21 4.02 0.061
H 1.88 1.45 3.55 0.070
H 2.18 0.89 5.22 0.113
C -1.54 5.55 -2.39 0.069
N -1.33 4.08 -2.49 -0.416
O -0.37 3.60 -1.91 0.038
O -2.12 3.45 -3.14 0.067
H -0.75 5.97 -1.77 0.091
H -1.51 5.95 -3.40 0.111
H -2.52 5.70 -1.94 0.081
C -5.01 2.31 -0.63 0.041
N -5.25 3.75 -0.86 -0.429
O -6.29 4.24 -0.48 0.093
O -4.37 4.36 -1.44 0.023
H -5.86 1.89 -0.12 0.087
H -4.86 1.85 -1.60 0.073
H -4.11 2.23 -0.02 0.107
C -6.26 5.63 -4.01 0.042
N -6.81 5.21 -5.33 -0.456
O -6.50 5.85 -6.30 0.073
O -7.53 4.23 -5.33 0.058
H -5.63 6.50 -4.16 0.095
H -7.10 5.85 -3.36 0.102
H -5.68 4.80 -3.62 0.077
C 4.12 -1.01 -2.90 0.047
N 5.14 0.01 -3.26 -0.446
O 6.06 -0.33 -3.96 0.090
O 4.96 1.13 -2.81 0.056
H 4.39 -1.95 -3.36 0.100
H 4.11 -1.08 -1.82 0.074
H 3.16 -0.66 -3.27 0.075
C 5.69 -7.49 3.45 0.056
N 6.50 -6.24 3.30 -0.454
O 6.61 -5.52 4.27 0.060
O 6.98 -6.03 2.21 0.057
H 5.32 -7.53 4.47 0.097
H 4.87 -7.43 2.74 0.096
H 6.34 -8.33 3.23 0.107
C -4.83 -2.31 -1.38 0.068
N -5.01 -0.85 -1.62 -0.412
O -6.03 -0.33 -1.21 0.080
O -4.12 -0.27 -2.21 0.035
H -5.70 -2.67 -0.85 0.102
H -4.73 -2.78 -2.35 0.108
H -3.93 -2.43 -0.79 0.097
C 4.67 2.75 0.43 0.068
N 4.13 2.46 1.78 -0.413
O 3.53 1.40 1.95 -0.018
O 4.30 3.29 2.64 0.106
H 4.42 1.92 -0.23 0.083
H 4.20 3.66 0.08 0.083
H 5.75 2.87 0.51 0.113
C 0.42 3.97 0.77 0.029
N 1.37 4.91 0.12 -0.441
O 2.16 4.47 -0.69 0.044
O 1.29 6.07 0.45 0.082
H 0.61 2.97 0.37 0.082
H 0.60 4.01 1.84 0.101
H -0.58 4.30 0.53 0.089
C -9.90 1.32 -0.77 0.047
N -9.75 -0.10 -0.35 -0.457
O -9.72 -0.33 0.84 0.064
O -9.68 -0.93 -1.23 0.057
H -9.95 1.94 0.11 0.094
H -9.03 1.56 -1.38 0.094
H -10.81 1.39 -1.36 0.102
```

* net charge: +1
* HOMO level: -12.40 eV



2.
A 2-piece molecular cluster, C4H8N2S2 overall, computed with ωB97M-V with the def2-TZVPD basis set.

XYZ file:
```
16
Properties=species:S:1:pos:R:3:lowdin_charge:R:1
C -2.57 -0.30 -0.49 -0.049
C 0.98 0.33 -0.44 -0.404
C 1.43 0.50 1.07 -0.663
C 1.83 -0.07 -1.61 -0.583
H -2.27 -1.27 -1.07 0.091
H -3.10 0.51 -1.17 0.093
H -3.43 -0.71 0.16 0.079
H -0.95 0.47 1.00 0.056
H 0.93 1.35 1.45 0.056
H 2.38 0.92 0.91 0.020
H -0.20 -0.76 2.86 0.080
H 1.41 -0.58 -2.50 0.059
N -1.22 0.27 0.08 -0.075
N -0.24 0.15 -0.76 -0.011
S 1.54 -0.90 2.11 0.640
S 3.48 0.09 -1.60 0.610
```

* energy above the lowest of the compared OMol25 structures with the same formula, charge and spin: 116.08 kcal per mole
* HOMO level: -8.44 eV



3.
A 11-piece molecular cluster, C8H38N8O13 overall, computed with ωB97M-V with the def2-TZVPD basis set.

XYZ file:
```
67
Properties=species:S:1:pos:R:3:lowdin_charge:R:1
N -9.85 -5.10 8.88 0.165
C -9.99 -6.13 9.76 -0.681
N -10.19 -5.73 11.04 0.196
O -9.91 -7.29 9.37 -0.023
H -9.60 -5.29 7.93 0.110
H -9.84 -4.18 9.30 0.098
H -10.12 -4.80 11.39 0.112
H -10.17 -6.54 11.64 0.070
N -7.09 -7.23 9.32 0.186
C -6.07 -8.05 8.98 -0.693
N -6.35 -9.38 9.11 0.150
O -5.01 -7.68 8.47 0.010
H -6.88 -6.26 9.16 0.111
H -7.98 -7.57 9.67 0.056
H -7.30 -9.66 9.25 0.092
H -5.55 -9.98 9.01 0.099
N -9.89 -13.42 11.07 0.131
C -10.46 -12.45 11.85 -0.681
N -10.16 -11.21 11.38 0.169
O -11.02 -12.74 12.90 0.029
H -10.17 -14.36 11.31 0.102
H -9.48 -13.21 10.18 0.079
H -10.35 -10.41 11.98 0.059
H -9.63 -11.11 10.54 0.086
N -12.35 -8.56 11.00 0.186
C -12.04 -8.39 12.30 -0.631
N -12.91 -7.51 12.90 0.172
O -11.03 -8.84 12.84 -0.015
H -13.23 -8.25 10.65 0.106
H -11.64 -8.96 10.40 0.097
H -12.70 -7.30 13.86 0.107
H -13.75 -7.17 12.46 0.098
O -3.81 -5.43 12.35 -0.075
C -3.80 -6.27 11.19 -0.229
C -3.53 -7.67 11.73 -0.210
O -4.58 -8.18 12.53 -0.061
H -2.96 -4.98 12.38 0.091
H -4.83 -6.06 10.87 0.085
H -3.15 -5.90 10.39 0.128
H -2.62 -7.55 12.30 0.124
H -3.32 -8.36 10.90 0.111
H -5.37 -8.42 12.03 0.073
O -7.56 -9.80 16.87 -0.053
C -8.62 -10.14 15.99 -0.234
C -8.16 -11.01 14.83 -0.216
O -7.30 -10.25 14.00 -0.101
H -7.36 -10.54 17.44 0.086
H -9.34 -10.71 16.58 0.121
H -9.14 -9.28 15.55 0.104
H -9.02 -11.24 14.19 0.103
H -7.72 -11.93 15.23 0.120
H -6.90 -10.71 13.24 0.022
O -6.23 -11.18 11.75 -0.031
H -5.50 -10.90 11.20 0.049
H -6.60 -11.96 11.30 0.065
O -6.75 -5.58 12.22 -0.077
H -5.82 -5.87 12.21 -0.018
H -7.28 -6.40 12.25 -0.014
O -5.77 -7.44 15.18 -0.057
H -6.51 -8.00 15.43 -0.002
H -5.47 -7.81 14.34 -0.007
O -10.10 -6.89 15.12 -0.050
H -10.39 -6.66 14.23 -0.001
H -9.22 -6.49 15.20 0.052
O -8.48 -7.97 12.41 -0.068
H -9.35 -8.29 12.70 -0.010
H -7.91 -8.74 12.55 0.026
```

* SMILES string: NC(N)=O.NC(N)=O.NC(N)=O.NC(N)=O.OCCO.OCCO.O.O.O.O.O
* HOMO level: -9.57 eV



4.
One molecule with the formula C7H12, computed with ωB97M-V with the def2-TZVPD basis set.

XYZ file:
```
19
Properties=species:S:1:pos:R:3:lowdin_charge:R:1
C 2.67 -1.05 0.77 0.052
C 1.95 0.09 0.58 -0.057
C 0.65 -0.27 0.87 -0.161
C -0.57 0.52 0.43 -0.406
C -1.74 0.19 1.35 -0.096
C -0.98 0.26 -1.04 -0.238
C 0.09 0.54 -2.09 -0.111
H 3.08 -1.59 -0.08 0.067
H 2.96 -1.45 1.75 0.082
H 0.37 -1.06 1.57 0.101
H -0.34 1.58 0.52 0.139
H -1.49 0.36 2.41 0.079
H -2.02 -0.86 1.26 0.076
H -2.62 0.78 1.08 0.075
H -1.86 0.84 -1.25 0.103
H -1.27 -0.78 -1.10 0.106
H 1.02 0.06 -1.84 0.044
H 0.34 1.60 -2.11 0.073
H -0.26 0.24 -3.08 0.071
```

* SMILES string: C=C=C[C@H](C)CC
* energy above the lowest of the compared OMol25 structures with the same formula, charge and spin: 96.18 kcal per mole
* HOMO level: -8.20 eV



5.
One molecule with the formula C4H11P3, computed with ωB97M-V with the def2-TZVPD basis set.

XYZ file:
```
18
Properties=species:S:1:pos:R:3:lowdin_charge:R:1
C -3.15 -0.22 -0.56 -0.412
P -2.45 0.91 0.46 0.750
P -0.47 -0.11 0.62 0.579
C -0.32 -1.85 -0.01 -0.304
C 0.93 0.90 0.33 -0.892
C 0.59 2.15 -0.48 -0.294
P 2.50 0.09 -0.04 0.699
H -4.16 -0.08 -0.92 -0.018
H -2.65 -1.10 -0.92 -0.031
H -0.42 -0.48 1.99 -0.019
H -1.08 -2.52 0.39 0.035
H 0.66 -2.18 0.34 0.018
H -0.32 -1.86 -1.10 0.041
H 1.31 2.94 -0.24 0.051
H 0.59 2.02 -1.56 0.052
H -0.41 2.51 -0.19 -0.002
H 3.22 1.28 0.11 -0.121
H 2.76 -0.30 1.27 -0.131
```

* SMILES string: C=P[P@@H](C)=C(C)P
* energy above the lowest of the compared OMol25 structures with the same formula, charge and spin: 45.38 kcal per mole
* HOMO level: -6.41 eV



6.
C31H32N5OPtS as an isolated structure, computed with ωB97M-V with the def2-TZVPD basis set.

XYZ file:
```
71
Properties=species:S:1:pos:R:3:lowdin_charge:R:1
Pt 0.56 0.30 0.27 1.231
N 6.35 -7.62 3.49 0.172
C 5.70 -6.74 3.12 -0.174
C 4.90 -5.64 2.67 -0.219
C 4.41 -4.71 3.58 -0.006
C 3.63 -3.66 3.14 -0.012
C 3.35 -3.51 1.78 -0.199
C 3.86 -4.43 0.87 -0.009
C 4.62 -5.50 1.31 -0.004
C 2.53 -2.36 1.31 -0.034
C 1.18 -2.36 1.69 -0.255
C 0.51 -3.37 2.42 -0.005
C -0.80 -2.97 2.58 -0.057
C -0.92 -1.74 1.92 -0.156
N 0.25 -1.37 1.39 -0.165
C 3.19 -1.41 0.53 -0.248
C 4.57 -1.37 0.21 -0.004
C 4.79 -0.25 -0.55 -0.053
C 3.53 0.38 -0.68 -0.142
N 2.58 -0.30 -0.05 -0.093
H 4.63 -4.83 4.63 0.126
H 3.24 -2.94 3.85 0.128
H 3.64 -4.32 -0.18 0.131
H 5.01 -6.22 0.61 0.127
H 0.96 -4.29 2.77 0.118
H -1.60 -3.50 3.08 0.102
H -1.78 -1.10 1.82 0.083
H 5.31 -2.09 0.53 0.118
H 5.72 0.10 -0.97 0.103
H 3.30 1.30 -1.21 0.104
N 0.47 1.99 -1.05 -0.049
C 1.08 3.17 -0.48 -0.231
C 1.32 4.30 -1.19 0.009
C 1.89 5.43 -0.57 -0.043
C 2.20 5.41 0.76 -0.009
C 1.97 4.24 1.53 -0.136
C 2.27 4.13 2.90 0.022
C 2.03 2.95 3.56 -0.020
C 1.48 1.87 2.84 -0.087
N 1.19 1.96 1.56 -0.024
C 1.41 3.12 0.89 -0.168
H 0.84 1.80 -1.98 0.112
H -0.56 2.11 -1.15 0.029
H 1.07 4.35 -2.25 0.127
H 2.08 6.32 -1.15 0.117
H 2.64 6.28 1.24 0.124
H 2.70 4.97 3.43 0.130
H 2.25 2.83 4.61 0.117
H 1.30 0.91 3.31 0.122
C -5.42 -0.11 1.59 -0.110
C -4.99 1.35 1.58 -0.290
C -4.49 1.86 0.23 -0.330
S -2.96 1.04 -0.30 0.914
O -2.24 2.04 -1.16 -0.555
C -3.61 -0.20 -1.44 -0.347
C -4.20 0.37 -2.72 -0.290
C -4.54 -0.75 -3.71 -0.098
H -5.88 -0.37 2.54 0.080
H -4.58 -0.78 1.44 0.056
H -6.16 -0.31 0.80 0.083
H -4.22 1.52 2.33 0.106
H -5.84 1.98 1.86 0.115
H -4.18 2.91 0.30 0.098
H -5.23 1.79 -0.56 0.091
H -4.33 -0.81 -0.88 0.087
H -2.75 -0.84 -1.66 0.094
H -3.49 1.06 -3.16 0.105
H -5.11 0.94 -2.50 0.103
H -3.64 -1.32 -3.97 0.078
H -4.96 -0.34 -4.62 0.078
H -5.26 -1.45 -3.29 0.079
```

* 2S+1: 3
* net charge: +1
* ⟨S²⟩: 2.006
* energy above the lowest of the compared OMol25 structures with the same formula, charge and spin: 0.00 kcal per mole
* HOMO level (spin up / spin down): -10.40 / -10.39 eV



7.
One molecule with the formula C5H6O, computed with ωB97M-V with the def2-TZVPD basis set.

XYZ file:
```
12
Properties=species:S:1:pos:R:3:lowdin_charge:R:1
C 1.99 -1.11 -0.66 0.134
C 1.01 -0.72 -0.10 -0.122
C -0.18 -0.15 0.54 -0.349
C -0.17 1.38 0.36 -0.057
C -1.45 -0.73 -0.09 -0.233
O -1.56 -0.94 -1.27 0.075
H 2.87 -1.45 -1.16 0.029
H -0.19 -0.39 1.61 0.138
H 0.74 1.79 0.80 0.085
H -0.17 1.62 -0.71 0.091
H -1.03 1.86 0.83 0.081
H -2.29 -0.94 0.61 0.127
```

* SMILES string: C#C[C@@H](C)C=O
* energy above the lowest of the compared OMol25 structures with the same formula, charge and spin: 45.00 kcal per mole
* HOMO level: -9.88 eV



8.
One molecule with the formula C6H9N, computed with ωB97M-V with the def2-TZVPD basis set.

XYZ file:
```
16
Properties=species:S:1:pos:R:3:lowdin_charge:R:1
C 1.65 -0.02 0.13 -0.317
C -1.20 0.42 -1.17 0.006
C -1.16 -0.68 -0.26 -0.433
C 0.39 -0.59 0.52 0.003
C 2.71 0.96 0.15 -0.015
C -2.17 -0.63 0.84 -0.114
N 1.55 -1.28 -0.04 0.171
H -0.69 0.29 -2.15 0.066
H -1.76 1.31 -1.13 0.041
H -1.23 -1.61 -0.94 0.155
H 3.30 1.16 -0.71 0.082
H 3.48 0.64 0.87 0.113
H 2.38 1.85 0.48 0.038
H -2.00 0.26 1.32 0.048
H -2.03 -1.44 1.55 0.073
H -3.22 -0.65 0.54 0.083
```

* energy above the lowest of the compared OMol25 structures with the same formula, charge and spin: 143.90 kcal per mole
* HOMO level (spin up / spin down): -7.52 / -7.90 eV



9.
C25H21BrN4OPS2Se2Ti as an isolated structure, computed with ωB97M-V with the def2-TZVPD basis set.

XYZ file:
```
58
Properties=species:S:1:pos:R:3:lowdin_charge:R:1
Ti 0.65 -0.66 1.82 0.367
N 3.28 2.11 3.82 0.020
C 2.73 1.03 3.26 -0.892
S 2.42 0.98 1.53 0.499
N 2.45 0.00 4.02 -0.036
N 1.70 -1.00 3.46 -0.262
C 1.48 -2.12 4.16 -0.173
C 1.23 -3.40 3.66 -0.154
C 1.00 -4.52 4.57 -0.080
C 0.76 -5.73 3.97 -0.201
C 0.34 -5.82 2.67 -0.173
C 0.38 -4.74 1.79 -0.066
C 0.84 -3.52 2.22 -0.364
O 0.77 -2.49 1.44 -0.262
H 3.65 2.89 3.20 0.109
H 3.56 1.97 4.80 0.092
H 1.59 -2.04 5.28 0.101
H 0.97 -4.37 5.63 0.081
H 0.67 -6.57 4.57 0.054
H -0.17 -6.77 2.42 0.075
H -0.02 -4.84 0.79 0.095
Se 0.97 -0.31 -0.89 0.360
P 0.00 1.65 -1.52 0.283
Se -0.67 3.22 -0.26 0.216
C -1.29 1.14 -2.77 -0.347
C -1.48 -0.19 -3.14 -0.154
C -2.33 -0.57 -4.18 -0.117
C -3.15 0.34 -4.79 -0.103
C -3.26 1.66 -4.19 -0.095
C -2.41 2.00 -3.16 -0.089
C 1.33 2.55 -2.32 -0.463
C 1.62 2.32 -3.68 -0.113
C 2.65 2.94 -4.28 -0.130
C 3.60 3.70 -3.58 -0.107
C 3.37 3.91 -2.23 -0.079
C 2.26 3.26 -1.56 -0.187
H -0.91 -1.00 -2.62 0.036
H -2.35 -1.65 -4.50 0.114
H -3.70 0.12 -5.66 0.075
H -4.08 2.29 -4.45 0.082
H -2.61 2.89 -2.56 0.072
H 1.01 1.64 -4.27 0.105
H 2.74 2.91 -5.36 0.092
H 4.49 4.16 -3.98 0.089
H 4.00 4.57 -1.60 0.103
H 2.06 3.24 -0.47 0.025
S -0.80 1.08 2.63 0.621
C -1.94 0.22 1.73 -0.824
C -3.28 0.73 1.60 -0.107
C -4.14 0.11 0.74 -0.105
C -3.68 -0.91 -0.10 -0.106
C -2.36 -1.37 0.05 -0.117
N -1.58 -0.89 1.09 -0.061
H -3.47 1.55 2.19 0.061
H -5.22 0.28 0.82 0.098
H -4.27 -1.38 -0.86 0.076
H -1.80 -2.13 -0.60 0.126
Br 0.43 5.53 -0.30 -0.161
```

* 2S+1: 2
* net charge: -2
* ⟨S²⟩: 0.759
* energy above the lowest of the compared OMol25 structures with the same formula, charge and spin: 120.06 kcal per mole
* HOMO level (spin up / spin down): 1.01 / 1.02 eV



10.
A 2-piece molecular cluster, C5H13NO overall, computed with ωB97M-V with the def2-TZVPD basis set.

XYZ file:
```
20
Properties=species:S:1:pos:R:3:lowdin_charge:R:1
C -0.85 -1.06 -1.97 -0.062
C -0.49 -1.09 -0.51 -0.354
C -1.64 -1.07 0.46 -0.075
C 0.77 -1.11 -0.06 -0.199
O 1.91 -1.10 -0.81 0.001
H -0.77 -2.07 -2.40 0.087
H -0.20 -0.38 -2.53 0.077
H -1.87 -0.71 -2.12 0.078
H -2.05 -2.07 0.57 0.080
H -2.43 -0.40 0.11 0.076
H -1.33 -0.70 1.44 0.072
H 1.03 -1.14 1.00 0.120
H 1.67 -1.11 -1.75 0.092
C 0.72 2.12 1.76 -0.207
N 1.15 2.19 0.37 -0.070
H -0.33 2.44 1.85 0.071
H 1.34 2.78 2.38 0.067
H 0.80 1.10 2.14 0.048
H 2.06 1.74 0.29 0.059
H 0.52 1.62 -0.20 0.040
```

* SMILES string: CC(C)=CO.CN
* energy above the lowest of the compared OMol25 structures with the same formula, charge and spin: 34.25 kcal per mole
* HOMO level: -8.51 eV



11.
A 4-piece molecular cluster, C3H15N2O2 overall, computed with ωB97M-V with the def2-TZVPD basis set.

XYZ file:
```
22
Properties=species:S:1:pos:R:3:lowdin_charge:R:1
C -1.22 -1.06 0.77 -0.066
N -2.28 -0.31 0.05 0.350
C -0.28 -1.68 -0.30 -0.100
N 1.13 -1.23 -0.27 0.109
C 1.88 -1.25 0.96 0.013
H -1.80 -1.80 1.30 0.155
H -0.81 -0.22 1.36 0.156
H -3.10 -0.24 0.65 0.180
H -2.10 0.21 -0.84 0.187
H -0.61 -1.40 -1.29 0.131
H -0.25 -2.81 -0.25 0.176
H 1.01 -0.17 -0.51 0.085
H -1.50 2.97 -4.39 0.006
H 1.54 -0.36 1.57 0.126
H 2.94 -1.11 0.69 0.140
H 1.77 -2.17 1.52 0.116
H 0.94 1.72 0.67 -0.027
H 1.67 1.67 -0.87 0.118
O 0.76 1.37 -0.66 0.019
H -1.92 3.21 -3.82 -0.003
H 1.30 2.77 1.96 0.105
O 0.95 1.91 1.68 0.024
```

* 2S+1: 2
* net charge: +2
* ⟨S²⟩: 1.762
* energy above the lowest of the compared OMol25 structures with the same formula, charge and spin: 159.63 kcal per mole
* HOMO level (spin up / spin down): -19.24 / -19.24 eV



12.
A 2-piece molecular cluster, C4H10NO overall, computed with ωB97M-V with the def2-TZVPD basis set.

XYZ file:
```
16
Properties=species:S:1:pos:R:3:lowdin_charge:R:1
C 1.46 0.56 -0.28 0.056
C 0.61 -0.03 0.52 -0.411
C -0.11 0.69 1.71 -0.013
C -0.98 -0.58 -1.62 0.022
N 0.12 -1.34 0.22 0.133
O -0.33 0.49 -1.83 0.037
H 1.97 0.18 -1.09 0.058
H 1.50 1.71 -0.10 0.132
H 0.04 1.79 1.71 0.100
H 0.24 0.38 2.64 0.060
H -1.16 0.46 1.78 0.069
H -0.70 -1.45 -2.10 0.100
H -1.88 -0.58 -0.93 0.152
H 0.79 -1.99 0.02 0.095
H -0.59 -1.61 0.93 0.142
H -0.99 1.32 -1.58 0.266
```

* net charge: +1
* energy above the lowest of the compared OMol25 structures with the same formula, charge and spin: 78.83 kcal per mole
* HOMO level: -13.58 eV